# 1
Computed, not measured: C10H23BrSi in the gas phase, with wB97M-V/def2-TZVPD.

Each line ends with the natural charge from an NBO analysis.
Cartesian coordinates (Å):
C -2.90855 -2.94047 2.70771  -0.613
C 1.36297 -0.42533 -2.64580  -0.595
C 3.01520 3.05212 -1.92150  -0.580
C 0.18677 0.84636 2.11003  -0.632
C -2.46669 -1.58782 1.93284  -0.397
C -1.25034 -1.76219 1.10969  -0.420
C -0.82233 -0.65174 0.15684  -0.405
C 0.47429 0.80105 -2.52386  -0.910
C 2.28525 2.32493 -0.74163  -0.932
C 0.39643 0.25339 0.64486  -0.596
Si 0.56603 1.65545 -0.83759  1.540
Br -1.02413 3.17919 -0.69130  -0.306
H -3.68250 -3.56492 2.10851  0.210
H -3.16490 -2.62864 3.73138  0.213
H -2.01605 -3.56473 2.68457  0.203
H 2.36342 -0.09126 -2.47501  0.196
H 0.95513 -1.17993 -1.97790  0.207
H 1.37363 -0.77182 -3.81379  0.204
H 3.20355 2.28736 -2.70344  0.196
H 2.27999 3.88894 -2.33042  0.203
H 3.94575 3.44839 -1.67127  0.207
H -0.51953 1.67800 1.99841  0.214
H -0.31930 0.03422 2.63971  0.208
H 1.03976 1.37093 2.65881  0.226
H -2.24280 -0.89982 2.71961  0.199
H -3.29068 -1.29284 1.24382  0.202
H -1.33423 -2.62342 0.42195  0.202
H -0.33209 -1.92174 1.71761  0.195
H -0.66753 -1.10043 -0.85534  0.206
H -1.77524 -0.02106 -0.00474  0.198
H -0.44198 0.24984 -2.69214  0.235
H 0.69028 1.57332 -3.30979  0.237
H 2.27459 3.07166 0.01454  0.235
H 2.91725 1.53246 -0.47855  0.232
H 1.28391 -0.34811 0.43513  0.215

Values from the calculation:
HOMO in eV: -9.3296
E_LUMO in eV: 0.77
Gap between HOMO and LUMO in Ha: 0.371
Molar mass in g mol⁻¹: 251.284
SMILES string: CCCC[C@H](C)[Si](Br)(CC)CC

---

# 2
Computed, not measured: a molecular structure, C57H108F30N8O22P2S10, with wB97M-V/def2-TZVPD.

Each line ends with the Mulliken charge.
Cartesian coordinates (Å):
C -6.49568 -2.09668 1.41899  1.275
C -7.06273 -2.40333 0.06957  0.462
O -7.30472 -3.42496 -0.43929  -0.556
N -7.39865 -1.19995 -0.73606  1.519
H -7.13280 -0.36354 -0.23566  -0.340
H -6.80587 -1.34396 -1.59608  0.091
C -8.80206 -1.19736 -1.18414  -0.885
H -5.87249 -1.21607 1.38141  -0.156
H -6.07282 -2.99996 1.84385  -1.400
H -7.39024 -1.85251 1.98966  0.680
H -8.94352 -0.15175 -1.48291  0.344
H -9.34956 -1.43494 -0.31606  0.430
H -8.88457 -1.91680 -2.03819  0.186
C -1.36963 -1.45130 1.66192  -0.364
C -0.97606 -1.37235 0.26575  1.108
O -0.31710 -2.13312 -0.38823  -0.554
N -1.57069 -0.02636 -0.24026  2.775
H -2.49815 -0.27715 -0.58319  -0.832
H -1.73910 0.59964 0.56223  -0.131
C -0.65735 0.63631 -1.22291  -0.840
H -0.92113 -2.29413 2.14948  -0.059
H -2.45958 -1.44792 1.80703  0.436
H -0.83759 -0.61662 2.14737  -0.600
H -0.56282 0.01637 -2.10138  0.520
H 0.27801 1.05532 -0.84225  -0.340
H -1.11171 1.55075 -1.69248  0.104
C -3.54884 0.94366 4.92757  -1.368
C -2.00621 1.14459 4.83500  0.330
C -1.13751 0.09579 5.49776  -1.303
C 0.35262 0.34556 5.15116  1.522
P 1.63048 -0.20140 6.37580  0.219
C 1.47916 0.60100 8.02442  -1.184
C 2.01946 2.04889 8.11530  -1.203
C 1.27239 3.02985 7.18159  0.613
C -0.23052 3.15091 7.53114  -1.335
C 3.17306 0.46332 5.73042  -0.332
C 4.43744 0.16956 6.64786  -0.987
C 5.71257 0.77519 6.00577  -0.652
C 5.67185 2.34024 5.85480  -1.077
C 1.47175 -1.94032 6.50239  -0.567
C 1.99030 -2.69557 7.70705  -0.839
C 1.67190 -4.19325 7.59793  -0.583
C 2.46042 -4.89831 6.48674  -0.590
H -4.05584 1.80475 4.45563  0.379
H -3.79347 0.92607 5.96827  0.470
H -3.94962 0.00228 4.47316  0.020
H -1.66088 2.15165 5.10673  0.424
H -1.75416 1.03661 3.75851  -0.596
H -1.45335 -0.89808 5.17558  0.242
H -1.24703 0.10331 6.55755  1.088
H 0.49850 1.42297 5.04296  -0.144
H 0.60214 -0.10572 4.19835  -0.500
H 2.08187 -0.00338 8.70593  0.650
H 0.44387 0.56158 8.41639  0.566
H 3.08791 2.04095 7.97339  0.260
H 1.77910 2.32504 9.13310  0.664
H 1.47318 2.68885 6.17914  -0.467
H 1.67334 4.03723 7.27544  0.455
H -0.45026 3.49149 8.56116  0.368
H -0.79060 2.19297 7.39584  0.169
H -0.84249 3.82232 6.90785  0.366
H 3.01835 1.53361 5.54849  0.378
H 3.28013 0.07711 4.73814  0.891
H 4.52730 -0.92680 6.67479  0.162
H 4.17143 0.48432 7.61292  0.663
H 5.91281 0.30684 5.02118  0.262
H 6.51084 0.52159 6.70007  0.454
H 5.20515 2.78825 6.74196  0.270
H 5.08489 2.74315 5.00945  0.181
H 6.67943 2.73131 5.80505  0.430
H 2.03320 -2.38025 5.61815  -0.075
H 0.44725 -2.11465 6.25186  0.812
H 1.58874 -2.25883 8.61152  0.568
H 3.04474 -2.51944 7.86250  0.254
H 0.59528 -4.23333 7.25051  0.157
H 1.73924 -4.75614 8.48487  0.435
H 2.10738 -5.92723 6.46106  0.433
H 3.54634 -4.79902 6.69660  0.277
H 2.24083 -4.51734 5.51932  -0.206
C 7.20556 0.45120 -5.51984  -1.287
C 6.27717 0.51209 -6.74880  -0.315
C 6.31462 1.84141 -7.48431  -0.703
C 6.15639 3.14718 -6.68860  -1.121
P 4.44506 3.78529 -6.60211  0.829
C 3.37054 2.73028 -5.67818  0.095
C 3.79113 2.52426 -4.19244  -0.051
C 2.86866 1.60694 -3.38225  0.763
C 3.05713 0.14781 -3.85523  -1.335
C 4.55576 5.37812 -5.83687  -0.531
C 5.09227 6.50963 -6.64856  -0.666
C 4.71088 7.83783 -6.04036  -0.358
C 5.14216 7.97613 -4.57946  -1.290
C 3.86926 3.93592 -8.31955  -1.410
C 2.65611 4.79844 -8.49313  0.316
C 2.33695 5.03892 -9.98776  -1.021
C 3.43273 5.78964 -10.73373  -1.059
H 6.86771 1.08736 -4.68473  0.244
H 8.24580 0.80913 -5.74085  0.354
H 7.33185 -0.57762 -5.14734  0.373
H 5.28860 0.21306 -6.37787  0.082
H 6.62955 -0.27302 -7.41450  0.473
H 5.49678 1.69429 -8.23068  0.130
H 7.21757 1.94394 -8.04355  0.565
H 6.71469 3.96798 -7.16534  0.604
H 6.42068 3.15182 -5.62434  0.576
H 3.36190 1.76758 -6.25518  0.873
H 2.34052 3.15406 -5.77810  -0.439
H 3.88556 3.55727 -3.71074  0.114
H 4.77123 2.03924 -4.14813  0.001
H 1.76414 1.84786 -3.59493  -0.484
H 3.02485 1.60764 -2.29878  -0.174
H 4.10674 -0.11268 -3.72534  0.280
H 2.74477 -0.02961 -4.90388  0.293
H 2.45817 -0.45396 -3.14271  0.337
H 5.08990 5.32232 -4.90652  1.125
H 3.49614 5.63664 -5.55938  -0.345
H 4.80105 6.45540 -7.68049  0.269
H 6.18898 6.46734 -6.64139  0.353
H 3.59721 7.86701 -6.11240  0.194
H 5.03721 8.67457 -6.71851  0.396
H 5.17704 8.93419 -4.11183  0.397
H 6.18891 7.59375 -4.47868  0.356
H 4.65226 7.30568 -3.88341  0.260
H 3.62957 2.96205 -8.73514  0.701
H 4.77554 4.22247 -8.79513  0.586
H 2.73496 5.75862 -7.90334  0.230
H 1.73712 4.37705 -8.10132  -0.229
H 1.43525 5.60387 -10.06922  0.526
H 2.02714 4.07740 -10.40506  0.401
H 3.83014 6.56395 -10.04141  0.205
H 2.99894 6.15042 -11.65854  0.439
H 4.27181 5.14839 -11.02390  0.234
C 3.25489 -4.29752 1.09712  -1.579
C 2.46560 -4.29900 2.38618  0.143
C 1.05366 -4.75862 2.22857  1.633
C 0.93277 -6.14860 1.63644  -1.651
N -0.44757 -6.64390 1.33196  0.965
C -0.33901 -7.99394 0.66622  -0.460
C -1.74604 -8.17559 0.07172  -0.988
C -2.23895 -6.78982 -0.25903  -0.318
C -1.29344 -5.81814 0.34427  -0.136
C -1.18457 -6.77632 2.61193  -0.434
H 3.62215 -5.28393 0.78755  0.363
H 4.10790 -3.60117 1.18735  0.458
H 2.65770 -3.88312 0.27633  0.228
H 2.45248 -3.29302 2.76921  -0.515
H 2.93415 -4.94687 3.17255  0.551
H 0.52978 -4.02220 1.62775  -0.744
H 0.61093 -4.86366 3.21687  0.191
H 1.40353 -6.84253 2.32754  0.259
H 1.53634 -6.10878 0.71373  0.417
H -0.12894 -8.76652 1.44097  0.370
H 0.43568 -7.93140 -0.08651  0.497
H -2.47220 -8.66064 0.73927  0.210
H -1.72478 -8.83955 -0.79975  0.426
H -3.25133 -6.64883 0.19606  -0.140
H -2.38827 -6.65000 -1.33104  0.666
H -1.93399 -5.07658 0.86031  -0.193
H -0.65779 -5.34102 -0.38911  0.484
H -2.13464 -7.30808 2.43570  0.174
H -1.47838 -5.88479 3.14108  -0.010
H -0.55053 -7.37669 3.26196  0.307
C 3.35093 -0.07084 0.03975  0.043
F 3.92406 1.07508 -0.12772  -0.220
F 2.40351 -0.18672 -0.84830  0.103
F 4.28205 -0.98096 -0.02375  -0.184
S 2.41425 -0.13934 1.67122  0.570
O 1.67057 -1.37357 1.54714  -0.086
O 3.51483 -0.07583 2.64593  -0.852
N 1.36437 1.00429 1.73995  -0.043
S 1.84680 2.51668 2.17225  0.907
O 1.49690 2.78384 3.52150  -0.641
O 3.04815 2.97573 1.59892  -0.693
C 0.63242 3.36719 1.18869  0.569
F 0.85460 3.13661 -0.08797  -0.107
F -0.65849 2.98754 1.50268  -0.220
F 0.71817 4.60495 1.45448  -0.180
C -4.51119 2.35470 -1.21228  0.415
F -3.22923 2.37647 -1.62113  -0.148
F -4.82548 3.49940 -0.66258  -0.202
F -5.44714 2.10560 -2.12683  -0.219
S -4.64168 1.15088 0.14953  1.208
O -4.50231 -0.10370 -0.45187  -1.259
O -3.65229 1.60748 1.10175  -0.683
N -6.20221 1.18256 0.62105  -0.600
S -6.81266 2.26829 1.55623  1.068
O -6.28864 2.29076 2.91499  -0.648
O -7.17183 3.42826 0.82777  -0.678
C -8.42251 1.40241 1.62011  0.543
F -8.30200 0.04769 1.80476  -0.170
F -9.13096 1.92011 2.58965  -0.235
F -9.12528 1.54413 0.52799  -0.249
C -4.37594 -4.10376 5.82964  0.201
F -4.65399 -5.44327 6.21266  -0.238
F -5.60653 -3.51517 5.77168  -0.184
F -3.61462 -3.50514 6.70323  -0.110
S -3.44531 -3.99557 4.13098  1.707
O -3.66013 -2.61516 3.81408  -0.629
O -2.08548 -4.42558 4.41529  -1.074
N -3.95946 -5.03543 3.09605  -0.311
S -5.42273 -5.52873 2.84697  0.658
O -6.35943 -5.08637 3.84566  -0.652
O -5.79493 -5.47129 1.46977  -0.507
C -5.15360 -7.33751 3.15511  0.434
F -6.40636 -7.74149 3.04407  -0.210
F -4.34976 -7.90358 2.17065  -0.224
F -4.62450 -7.58175 4.31486  -0.188
C -1.13190 3.79367 -6.13344  0.403
F -2.03649 4.52639 -6.73704  -0.209
F -1.27504 2.51406 -6.55729  -0.231
F 0.10585 4.09834 -6.65113  -0.214
S -1.24465 3.87305 -4.26020  0.921
O -2.58116 3.62317 -3.94847  -0.632
O -0.31290 2.81670 -3.86709  -0.508
N -0.83311 5.27794 -3.76991  -0.647
S 0.61434 5.84947 -3.64379  1.336
O 0.95917 6.23546 -2.31627  -0.698
O 1.70473 5.18768 -4.37217  -0.643
C 0.29753 7.39744 -4.54034  0.436
F -0.65355 8.05740 -3.89367  -0.213
F 1.49036 8.16146 -4.37900  -0.254
F 0.09443 7.24156 -5.76926  -0.172
C -6.67722 -3.00081 -5.00602  0.567
F -7.68963 -2.53910 -5.69192  -0.212
F -7.18503 -3.93988 -4.17432  -0.218
F -5.90882 -3.64303 -5.94227  -0.251
S -5.72801 -1.73499 -4.16030  0.974
O -5.12644 -0.93220 -5.18737  -0.608
O -6.70601 -1.04542 -3.35762  -0.887
N -4.88576 -2.58690 -3.10952  -0.185
S -3.27461 -2.63539 -3.17242  0.685
O -2.62484 -3.54115 -3.98083  -0.727
O -2.63611 -1.41535 -3.01943  -0.347
C -3.34113 -3.48697 -1.61707  0.212
F -3.93575 -4.69861 -1.68736  -0.296
F -1.99901 -3.70973 -1.30198  -0.244
F -3.75119 -2.82118 -0.53077  0.456

Values from the calculation:
HOMO in eV: -9.6376
E_LUMO in eV: 0.00
Gap between HOMO and LUMO in Ha: 0.354
Molar mass in g mol⁻¹: 2210.083

---

# 3
Computed, not measured: 2 unconnected molecules or ions with the total composition C5H14N3O, with wB97M-V/def2-TZVPD.

Each line ends with the natural charge from an NBO analysis.
Cartesian coordinates (Å):
C 1.22632 1.24994 1.22029  0.623
C 2.42800 2.06821 1.62732  -0.667
C 0.38991 -1.33095 -0.53634  -0.433
C -1.63121 -0.96462 -1.88203  -0.410
C -1.66468 -1.17644 0.54969  -0.440
N 0.88524 1.36276 -0.04200  -0.499
N -0.86891 0.72592 -0.71092  -0.261
N -0.91586 -0.68088 -0.64492  -0.100
O 0.77912 0.45679 2.02734  -0.618
H 2.77327 1.73108 2.59542  0.268
H 3.06113 1.79674 0.80202  0.226
H 2.21104 3.10554 1.53494  0.241
H 0.27815 -2.37156 -0.69956  0.235
H 1.09089 -0.83330 -1.19805  0.246
H 0.85326 -1.36535 0.46259  0.276
H -2.42840 -0.32516 -2.03739  0.247
H -0.99308 -0.71551 -2.68090  0.239
H -1.79269 -2.08304 -2.02487  0.243
H -2.69333 -0.87196 0.55910  0.232
H -1.64068 -2.22782 0.39537  0.231
H -1.11188 -0.67918 1.44796  0.285
H 1.19056 2.06596 -0.84552  0.459
H -1.42619 1.06284 0.08043  0.377

Values from the calculation:
HOMO in eV: -13.7549
Net charge: +1
Energy relative to the best compared isomer or geometry (same formula, charge and spin) in eV: 5.8962
E_LUMO in eV: -5.31
Gap between HOMO and LUMO in Ha: 0.310
Molar mass in g mol⁻¹: 132.187

---

- What is the formula in the third record?
  C5H14N3O

---

- What is the formula in the second record?
  C57H108F30N8O22P2S10